Density functional theory data (ωB97M-V with the def2-TZVPD basis set) for the molecule C5H9N3.

XYZ file:
```
17
Properties=species:S:1:pos:R:3
C -1.860 0.633 -0.214
C -0.266 -1.268 0.088
C 0.527 -0.368 1.045
C 1.651 0.945 -0.506
C 1.265 -1.133 -0.079
H -2.372 1.253 -1.128
H -1.318 1.433 0.397
H -2.846 0.254 0.424
H -0.643 -0.553 -1.824
H -0.833 -2.146 0.537
H 0.586 -0.818 1.969
H 0.716 1.792 1.192
H 2.211 1.949 -0.754
H 1.770 -2.088 0.170
N -1.250 -0.670 -0.909
N 0.494 0.993 0.474
N 2.168 -0.208 -0.884
```

Output
ΔE to the lowest compared entry with this formula, charge and spin   538.5 kJ/mol
Frontier orbital gap   9.498 eV
SMILES   CN[C@H]1[C@H]2N=CN[C@H]21
E_HOMO   -8.75 eV
Net charge   0